1.
DFT (wB97M-V/def2-TZVPD) results for the molecule C16H18N4O4S at a distorted geometry.

Max |F| in eV/Å: 1.33
HOMO in eV: -8.240
Structure (SMILES): Oc1c([C@@H](c2ccco2)N2CCC3(CC2)OCCO3)sc2ncnn12
Spin multiplicity: 1
M in g mol⁻¹: 362.41
ΔE to the lowest compared entry with this formula, charge and spin in eV: 3.522

Element x y z (Å)
N 0.36685 1.56358 -0.87172
C 1.01336 1.79619 0.41144
O -2.55943 3.04806 -0.72591
C -3.20456 3.83801 0.14575
H 1.82164 1.43438 -2.34569
O -1.73812 -1.27021 -2.44884
C -1.25405 -0.24857 -0.30578
C -1.84076 2.15783 -0.01099
O 4.31298 0.52304 -0.72293
O 3.18536 -0.44709 1.00844
C -1.42882 -2.38607 0.91928
C 1.16380 0.76023 -1.78660
S -1.08400 -0.77270 1.37231
C -2.03028 2.37529 1.32347
H -1.41605 1.19191 -1.81862
C -1.03227 1.16414 -0.78990
C -1.54650 -1.29652 -1.11741
H 1.40829 -0.95785 -0.48343
H 4.76493 -1.45261 1.80037
H -1.59762 1.83074 2.13702
C 3.02872 0.38805 -0.12616
N -1.64191 -2.47238 -0.42475
H -1.97285 -2.16268 -2.74175
N -1.55119 -3.58036 1.46512
H 2.84492 2.49453 -0.49980
H -3.82829 4.61029 -0.25840
C 2.02514 -0.28464 -1.08011
H 2.57593 -0.87580 -1.81212
C 4.55628 -0.49513 1.32503
C -1.84340 -4.35915 0.40842
H 0.50016 0.27313 -2.50229
N -1.91110 -3.74063 -0.75533
H 5.30608 -1.28276 -0.56333
C -2.91992 3.47235 1.42374
H 2.98761 2.07407 1.21312
H 4.82942 0.32684 2.00112
H 0.68231 2.77089 0.78285
C 5.21716 -0.31893 -0.04366
H -2.01168 -5.41169 0.50265
H 0.73894 1.03607 1.15862
H 6.18902 0.17323 -0.00590
C 2.52739 1.78889 0.26661
H -3.29019 3.91810 2.32372

2.
DFT (wB97M-V/def2-TZVPD) results for a cluster of 2 separate species, C4H11N3S in total at a distorted geometry.

Max |F| in eV/Å: 6.08
HOMO (alpha / beta) in eV: -7.727 / -7.728
Spin multiplicity: 1
M in g mol⁻¹: 133.22
ΔE to the lowest compared entry with this formula, charge and spin in eV: 4.799

Element x y z (Å)
H -1.64266 -0.65648 -1.16323
H -1.28116 3.07631 -0.80491
H 1.74171 0.31985 3.20862
H 0.02320 2.75091 0.36835
C -0.94492 0.92540 -0.16363
N 0.37843 0.73806 2.03960
H 1.55045 -1.98289 -1.13969
C -0.45955 2.38078 -0.54581
N 0.76564 0.39938 3.15499
H -0.38222 -3.78329 0.23729
H 2.36683 -3.12226 -0.21835
S 0.35879 -2.63594 0.64299
H 0.04682 -0.28943 -1.54262
N 1.51651 -2.84943 -0.60008
C -0.17132 0.47953 0.97915
C -0.99104 0.11117 -1.36202
H -1.26200 0.76699 -2.17347
H 0.29813 2.28844 -1.26123
H -1.91164 1.08289 0.34407

3.
DFT (wB97M-V/def2-TZVPD) results for a structure of composition C21H24BN7PdS.

Net charge: +2
Max |F| in eV/Å: 0.70
HOMO in eV: -13.741
Spin multiplicity: 1
M in g mol⁻¹: 523.77
ΔE to the lowest compared entry with this formula, charge and spin in eV: 1.472

Element x y z (Å)
C 0.81949 0.00742 -3.46642
C -3.75455 -0.01008 -2.08452
C 0.25579 4.55183 -0.12903
N 0.20287 -1.93893 -0.14146
H 0.07825 4.64938 2.04125
H -2.63815 -0.03423 1.50533
H 1.81167 0.01567 4.92162
H -0.37237 6.12661 1.18418
C -0.79618 0.06132 3.01607
H 3.34455 -0.97931 2.93738
H 0.05823 -4.84542 0.91424
C 2.95341 0.01781 -1.21961
C -0.34252 0.05054 4.31481
C -2.41281 -0.00128 -1.72923
N -2.00026 -0.00377 -0.44718
N 3.02254 0.00485 0.94620
H -0.57932 -4.85431 -2.10993
H -1.47193 4.74514 1.18770
H 1.88375 0.00783 -3.54504
H 5.08218 -0.00932 1.20755
C 1.02782 0.02877 4.18181
H -5.76868 -0.03581 -1.35611
N 2.18152 0.01728 -0.11497
H 3.37366 0.97326 2.93867
H -0.92816 0.05993 5.21724
C -2.95451 -0.02414 0.49697
N 0.22297 0.04627 2.12365
H -5.00863 -0.05156 1.03708
C 4.28055 0.00663 -0.88438
C 0.23142 -3.08012 -0.13794
H -0.76426 -6.21258 -0.99789
B 2.81388 0.00529 2.48484
C -0.79642 -5.12919 -1.07929
C -4.71717 -0.02667 -1.10113
H -1.81438 0.08432 2.73922
C -4.30173 -0.03541 0.22010
H 2.52253 0.02917 -2.17512
Pd 0.15244 0.01244 -0.20251
H 1.30289 4.85779 -0.16733
H -0.23686 4.94548 -1.01969
C -1.34357 0.00430 -2.67202
N 1.33680 0.02818 2.88918
C -0.03114 0.00497 -2.31005
C 0.24454 -4.53853 -0.11675
H -4.02953 -0.00590 -3.13070
H 1.25644 -4.85570 -0.37488
H 0.48215 0.00948 -5.62553
S -1.57440 0.00880 -4.36171
C -0.42485 5.04118 1.15931
H -1.80122 -4.79509 -0.82640
C 0.09415 0.00944 -4.61862
N 0.19614 1.95589 -0.24530
C 0.23100 3.09627 -0.22497
C 4.27104 -0.00178 0.49708
H 5.12894 0.00560 -1.54581

4.
DFT (wB97M-V/def2-TZVPD) results for a cluster of 7 separate species, C5H22NO7 in total at a distorted geometry.

Net charge: -1
Max |F| in eV/Å: 1.77
HOMO in eV: -6.062
Spin multiplicity: 1
M in g mol⁻¹: 208.23
ΔE to the lowest compared entry with this formula, charge and spin in eV: 2.483

Element x y z (Å)
H -2.24963 -1.94878 1.65515
H 0.77185 1.67445 2.89512
H 3.01331 -0.75316 -0.85291
H 2.21235 1.27256 1.24220
H -0.80565 1.50146 1.14227
O 0.72860 3.87834 -1.09322
H 1.05011 -2.96727 0.22337
H -1.93995 1.02736 -1.03025
H 0.12064 3.33647 -1.61528
H 2.58944 -0.80907 -2.57068
H -0.51189 -2.50139 -0.14561
H -3.77135 0.54722 -0.78438
H -0.94277 2.72961 0.32159
C 0.49100 -2.08224 -0.12406
C 1.14208 -1.75246 -1.45468
O 1.34107 0.92996 3.12030
H 0.40765 0.03432 0.11137
H -0.94758 -0.88557 -2.03997
O -1.62690 -1.56261 -1.95934
O -2.89704 0.30892 -0.46530
O -1.15974 1.77666 -1.38409
O -0.40982 2.37857 1.04754
H -1.84843 1.98794 -2.03499
H 1.12945 3.23541 -0.50110
C 2.24812 -1.02584 -1.56426
C 2.14391 0.52228 2.02707
H 1.65850 -1.37542 2.34612
H 0.67244 -2.04588 -2.38444
H -0.37154 -0.86525 1.43165
N 1.75336 -0.77854 1.53376
H 3.11049 0.29437 2.49226
H -2.78833 -1.78869 0.25672
O -2.50893 -2.46980 0.88972
H -2.29874 -0.99097 -1.49321
C 0.49392 -0.83295 0.76157

Result set for DFT total energy: -1538.61485 -721.29222 -1748.23046 -785.14775 Ha, one per record in the order listed.